C15H23N5 | ωB97M-V/def2-TZVPD

Element x y z (Å)
1 C 3.608 -2.555 0.623
2 C 4.586 -1.486 0.078
3 C 3.969 -0.075 -0.131
4 C 3.124 0.460 1.073
5 C 1.816 1.063 0.522
6 C 0.859 0.196 0.053
7 C -0.396 0.649 -0.446
8 N -1.301 -0.301 -0.855
9 C -2.446 0.200 -1.263
10 C -3.536 -0.793 -1.694
11 C -4.121 -1.437 -0.385
12 N -5.356 -2.175 -0.606
13 N -3.188 -2.390 0.216
14 N -4.430 -0.312 0.541
15 C -2.695 1.619 -1.313
16 N -1.865 2.565 -0.940
17 C -0.691 2.023 -0.478
18 C 0.315 2.920 0.006
19 C 1.517 2.475 0.498
20 C 2.524 3.495 1.028
21 H 4.071 -3.543 0.448
22 H 2.608 -2.516 0.167
23 H 3.512 -2.465 1.721
24 H 5.503 -1.393 0.683
25 H 4.916 -1.842 -0.918
26 H 4.819 0.627 -0.247
27 H 3.400 0.010 -1.069
28 H 3.649 1.242 1.639
29 H 2.829 -0.319 1.793
30 H 1.054 -0.881 0.071
31 H -4.311 -0.328 -2.314
32 H -3.007 -1.616 -2.206
33 H -5.157 -3.086 -1.003
34 H -6.019 -1.647 -1.160
35 H -2.454 -1.906 0.729
36 H -3.686 -2.908 0.941
37 H -5.186 -0.621 1.153
38 H -3.648 -0.170 1.178
39 H -3.681 1.940 -1.675
40 H 0.133 3.998 -0.019
41 H 2.036 4.455 1.267
42 H 3.349 3.692 0.325
43 H 2.974 3.136 1.971

Summary:
**HOMO**: -8.7 eV
**SMILES**: CCCCc1cc2nc(CC(N)(N)N)cnc2cc1C
**Total charge**: 0
**DFT total energy**: -859.16721 hartree